1.
# C12H11BrFN2O4S

A structure of composition C12H11BrFN2O4S (ωB97M-V/def2-TZVPD, the OMol25 dataset).

E	-3946.46964	hartree
HOMO-LUMO gap	6.51	eV
LUMO level	1.661	eV
charge	-1
E_HOMO	-4.8	eV

Last column: Mulliken charge in e.
CARTESIAN COORDINATES (ANGSTROEM)
C -1.3442 -1.3325 -2.5502  -1.415
C -1.4378 -0.1946 -1.5504  0.164
O -0.5275 0.9070 -1.8108  -0.523
C 0.6934 0.6710 -1.2508  0.383
C 0.9165 0.8532 0.0862  1.303
C -0.2029 1.3263 0.9645  -0.726
C -0.6674 2.6976 0.5377  -0.159
O -0.0235 3.4476 -0.1393  -0.505
C 2.2208 0.5627 0.6010  -0.443
Br 2.6027 0.7715 2.4458  -0.194
C 3.2409 0.1203 -0.1829  0.541
F 4.4549 -0.1518 0.3220  -0.329
C 3.0567 -0.0590 -1.5776  0.617
N 3.9205 -0.4800 -2.4918  -0.746
S 3.1198 -0.4689 -3.8903  0.133
N 1.6819 0.0497 -3.4089  -0.586
C 1.7603 0.2306 -2.0909  0.384
H -2.2948 -1.8445 -2.6644  0.413
H -1.0174 -0.9940 -3.5301  0.320
H -0.6030 -2.0592 -2.2253  0.309
H -1.1859 -0.5765 -0.5670  0.008
H -2.4512 0.1804 -1.4724  0.408
H 0.1323 1.4228 1.9918  0.715
H -1.0291 0.6137 0.9471  -0.615
H -1.6591 3.0376 0.8732  0.466
C -1.6960 -1.4751 3.8124  -0.940
C -2.2097 -0.9336 2.4616  0.771
O -3.1594 -0.1246 2.5002  -0.755
O -1.6025 -1.3592 1.4454  -0.758
H -2.2639 -1.0603 4.6454  0.329
H -1.7832 -2.5632 3.8312  0.269
H -0.6423 -1.2151 3.9375  0.160

=====

2.
# C3H4I2

A cluster of 2 separate species, C3H4I2 in total at a distorted geometry (ωB97M-V/def2-TZVPD, the OMol25 dataset).

E	-711.94717	hartree
HOMO-LUMO gap	8.70	eV
LUMO level	-0.162	eV
charge	0
E_HOMO	-8.9	eV

Last column: Mulliken charge in e.
CARTESIAN COORDINATES (ANGSTROEM)
C 0.4762 0.2615 0.0628  -0.304
C -1.6456 0.3515 -0.3812  -0.809
C 1.5398 -0.5299 0.3502  -0.462
I -2.6963 -1.1943 0.3919  0.116
I 3.5063 -0.0585 0.2963  0.105
H 0.5916 1.3430 -0.1100  0.221
H -1.3973 0.0857 -1.3670  0.411
H -1.7616 1.3161 0.1287  0.388
H 1.3869 -1.5750 0.6282  0.335

=====

3.
# C3H12NO

A cluster of 2 separate species, C3H12NO in total at a distorted geometry (ωB97M-V/def2-TZVPD, the OMol25 dataset).

E	-251.19026	hartree
HOMO-LUMO gap	12.16	eV
LUMO level	-3.164	eV
charge	+1
E_HOMO	-15.3	eV

Last column: Mulliken charge in e.
CARTESIAN COORDINATES (ANGSTROEM)
C 0.8221 0.7199 2.0833  -0.735
O 0.9278 -0.4214 1.2789  -0.564
H -0.1990 1.2280 2.0534  0.260
H 1.6449 1.3177 1.6768  0.236
H 1.0428 0.3606 3.0741  0.424
H 1.2267 -1.0987 1.8998  0.354
C -0.6361 -1.4389 -1.3829  -0.814
N -0.7791 -0.1802 -0.7189  -0.138
C -0.1342 1.1064 -1.2282  -0.797
H -0.5527 -2.2574 -0.5948  0.308
H 0.1473 -1.3657 -2.0683  0.301
H -1.4824 -1.6973 -2.0464  0.357
H -1.8430 0.0446 -0.5624  0.391
H -0.3038 -0.3869 0.2354  0.416
H -0.7583 1.5502 -1.9730  0.359
H 0.0332 1.8555 -0.3289  0.251
H 0.8438 0.6635 -1.3979  0.392